(1)
{
  "formula": "C22H17Cl2N2OPdS3",
  "method": "ωB97M-V/def2-TZVPD",
  "species": ["Pd", "C", "C", "N", "N", "C", "S", "S", "C", "C", "C", "C", "C", "C", "C", "C", "C", "C", "C", "C", "C", "O", "H", "H", "H", "H", "H", "H", "H", "H", "H", "H", "H", "H", "H", "H", "Cl", "C", "C", "C", "C", "C", "Cl", "C", "S", "H", "H", "H"],
  "coordinates": [[-0.39907, 0.09508, 0.77956], [-0.65227, -1.48154, 4.73276], [-0.87625, -0.89032, 3.37583], [0.10044, -0.59749, 2.59616], [1.38499, -0.87644, 2.99557], [2.26220, -0.54012, 2.08922], [2.03439, 0.23208, 0.56807], [3.94542, -0.91241, 2.46926], [3.78780, -1.98518, 3.91109], [3.69413, -1.34182, 5.27895], [4.00232, -2.12424, 6.38934], [3.88916, -1.62195, 7.67835], [3.46264, -0.31626, 7.87672], [3.16098, 0.47519, 6.77514], [3.27792, -0.03180, 5.48646], [-2.20774, -0.68708, 2.76124], [-3.29300, -0.58722, 3.55552], [-4.66803, -0.75824, 3.19290], [-5.21112, -0.96097, 1.97408], [-4.64490, -0.74178, 0.67789], [-2.19610, -0.75789, 1.26068], [-1.87448, -2.06075, 0.90261], [-0.00267, -2.35234, 4.63405], [-1.58699, -1.78543, 5.19651], [-0.12937, -0.77559, 5.37993], [4.66822, -2.62874, 3.87745], [2.90606, -2.60068, 3.73092], [4.33367, -3.14707, 6.24106], [4.13326, -2.25076, 8.52611], [3.36809, 0.08137, 8.87982], [2.82426, 1.49528, 6.91646], [3.03901, 0.58999, 4.63277], [-3.10192, -0.49151, 4.61983], [-5.36150, -0.82015, 4.02487], [-6.25373, -1.25544, 1.97205], [-4.84526, -1.26883, -1.34887], [-1.46352, 1.01137, -1.03477], [-3.16062, 0.62151, -0.68213], [-4.01917, 1.35174, -1.43981], [-5.44784, 1.36990, -1.32627], [-6.17618, 0.35437, -0.84357], [-5.50632, -0.94279, -0.54354], [-6.72398, -2.24901, -0.34458], [-3.37844, -0.23765, 0.44042], [-2.30635, -2.57712, -0.74677], [-3.56836, 2.07430, -2.10921], [-5.95443, 2.27184, -1.65394], [-7.23935, 0.45249, -0.65960]],
  "atomic_forces_ev_per_a": [[0.145, 0.076, 0.036], [-0.025, 0.009, -0.009], [-0.238, 0.167, -0.080], [0.154, -0.307, -0.057], [0.031, 0.237, -0.251], [-0.095, 0.001, 0.161], [0.051, 0.066, 0.162], [0.036, 0.067, -0.042], [-0.013, 0.107, 0.078], [-0.014, -0.053, -0.027], [0.012, -0.008, 0.058], [-0.011, 0.009, -0.040], [-0.010, 0.027, -0.075], [0.010, -0.047, -0.008], [-0.006, 0.001, -0.017], [0.018, -0.045, 0.205], [-0.050, -0.003, 0.061], [-0.026, 0.016, 0.067], [-0.037, -0.116, 0.001], [0.158, 0.112, -0.055], [0.692, 0.044, -0.438], [-0.656, -0.304, -0.065], [0.000, 0.008, -0.006], [0.036, 0.005, -0.008], [0.009, 0.013, -0.004], [-0.010, -0.036, 0.000], [0.009, -0.039, 0.063], [-0.008, 0.013, -0.001], [0.000, 0.004, -0.011], [0.001, 0.002, -0.016], [0.018, -0.011, 0.002], [-0.008, -0.031, 0.015], [-0.094, -0.047, -0.013], [0.063, -0.082, 0.049], [-0.012, 0.078, -0.071], [0.007, -0.012, -0.025], [-0.125, -0.092, -0.205], [0.107, -0.024, 0.018], [-0.097, 0.082, 0.041], [0.022, 0.065, -0.112], [0.027, -0.116, 0.033], [-0.176, 0.115, 0.061], [0.071, 0.041, -0.044], [-0.122, -0.156, 0.223], [0.118, 0.181, 0.286], [-0.026, -0.022, -0.026], [0.040, 0.015, 0.076], [0.023, -0.011, 0.009]],
  "orbital_gap_ev": 5.0,
  "fmax_ev_per_a": 0.82,
  "relative_energy_kj_mol": 483.9,
  "total_charge": -1,
  "energy_ha": -3276.0711
}

---

(2)
{
  "formula": "C5H12N2",
  "method": "ωB97M-V/def2-TZVPD",
  "species": ["C", "C", "C", "C", "C", "N", "N", "H", "H", "H", "H", "H", "H", "H", "H", "H", "H", "H", "H"],
  "coordinates": [[1.42346, 0.46844, 0.89911], [0.92041, -0.24642, -0.33710], [-0.45720, -0.89989, -0.27009], [-0.65598, -2.17221, 0.10995], [-2.14860, 0.91382, -0.56893], [-1.46885, -0.27093, -1.01891], [2.63557, 1.26436, 0.69408], [1.69684, -0.29929, 1.63282], [0.61456, 1.07374, 1.30291], [1.59693, -1.01099, -0.72901], [0.80304, 0.38906, -1.22170], [0.21591, -2.61628, 0.55842], [-1.63294, -2.55531, -0.14022], [-1.53255, 1.79995, -0.45409], [-3.05167, 1.06850, -1.12903], [-2.63630, 0.71843, 0.39608], [-2.07083, -0.87518, -1.55426], [3.34786, 1.03926, 1.36497], [2.40034, 2.21092, 0.46502]],
  "atomic_forces_ev_per_a": [[0.661, -0.371, 0.203], [-0.702, -0.072, -1.053], [-0.286, -0.870, -0.583], [0.577, 1.867, -0.216], [-0.661, -0.697, 1.458], [0.094, 0.589, -0.954], [-0.873, -1.068, -0.736], [-0.402, 0.131, 0.086], [-0.168, 0.023, 0.246], [0.284, 0.003, 0.578], [0.289, 0.573, 0.408], [-0.327, -1.001, 0.036], [0.112, -0.800, 0.607], [0.117, 0.113, -0.351], [0.059, 0.498, -1.080], [0.428, 0.155, 0.547], [0.075, -0.236, 0.368], [0.041, 0.831, 0.033], [0.684, 0.333, 0.401]],
  "orbital_gap_ev": 9.1,
  "fmax_ev_per_a": 1.97,
  "smiles": "C=C(CCN)NC",
  "relative_energy_kj_mol": 190.9,
  "energy_ha": -307.1566
}

---

Q: Which formula does entry 1 have?
A: C22H17Cl2N2OPdS3